Record 1
Density functional theory data (wB97M-V/def2-TZVPD) for a structure of composition C6H8.

The frontier orbital gap comes out at 8.50 eV. As for the highest occupied orbital energy: -7.84 eV. Its LUMO energy is 0.7 eV.

Atoms and positions in Å:
C  -1.017  0.695  0.526
C  -0.366  0.252  -0.801
C  1.029  0.753  -0.392
C  0.915  0.017  0.966
C  0.541  -1.372  0.494
C  -0.202  -1.251  -0.610
H  -1.844  0.079  0.888
H  -1.216  1.767  0.627
H  -0.847  0.582  -1.732
H  1.101  1.843  -0.295
H  1.861  0.374  -0.992
H  -0.067  0.560  1.493
H  0.812  -2.279  1.024
H  -0.699  -2.020  -1.195

***

Record 2
Density functional theory data (wB97M-V/def2-TZVPD) for a cluster of 2 separate species, Cl2O3S in total in a non-equilibrium geometry.

The frontier orbital gap (spin up / spin down) comes out at 7.82 / 8.03 eV. As for the highest occupied orbital energy (spin up / spin down): -11.40 / -10.88 eV. Its LUMO energy (spin up / spin down) is -3.6 / -2.8 eV.

Atoms and positions in Å:
O  1.710  -1.051  -1.426
O  1.273  -1.289  0.941
O  -2.102  0.292  0.242
S  1.000  -0.603  -0.276
Cl  -3.400  1.287  0.292
Cl  1.519  1.364  0.227

***

Record 3
Density functional theory data (wB97M-V/def2-TZVPD) for an isolated molecule of C25H30N2O3.

The frontier orbital gap comes out at 8.80 eV. As for the highest occupied orbital energy: -8.54 eV. Its SMILES is CCOC(=O)C1(CC2CC2)CCN(C(=O)c2cc(C3CC3)nc3ccccc23)CC1. Its LUMO energy is 0.3 eV.

Atoms and positions in Å:
C  1.854  0.801  -4.496
C  2.676  -0.445  -4.201
H  3.656  -0.166  -3.799
H  2.799  -1.058  -5.095
O  2.015  -1.293  -3.259
C  2.152  -0.992  -1.967
O  2.819  -0.077  -1.558
C  1.402  -1.990  -1.083
C  1.320  -1.418  0.338
H  1.119  -2.217  1.050
H  2.277  -0.961  0.592
C  0.235  -0.354  0.441
N  -1.062  -0.921  0.117
C  -2.216  -0.233  0.248
O  -3.298  -0.676  -0.094
C  -2.073  1.134  0.849
C  -1.974  2.237  0.046
C  -1.880  3.522  0.634
N  -1.883  3.701  1.932
C  -1.993  2.637  2.747
C  -2.006  2.852  4.141
C  -2.120  1.796  5.002
C  -2.226  0.484  4.514
C  -2.214  0.241  3.168
C  -2.096  1.307  2.256
H  -2.307  -0.765  2.785
H  -2.321  -0.335  5.213
H  -2.133  1.964  6.069
H  -1.929  3.868  4.497
C  -1.766  4.715  -0.222
C  -0.927  5.875  0.256
C  -2.408  6.001  0.237
H  -2.925  5.965  1.183
H  -2.872  6.628  -0.509
H  -0.448  5.754  1.215
H  -0.344  6.412  -0.477
H  -1.771  4.507  -1.284
H  -1.971  2.138  -1.030
C  -1.066  -2.209  -0.545
C  -0.015  -2.229  -1.648
H  -0.263  -1.444  -2.365
H  -0.056  -3.178  -2.181
H  -0.884  -3.004  0.186
H  -2.068  -2.347  -0.961
H  0.213  0.051  1.459
H  0.471  0.472  -0.241
C  2.267  -3.272  -1.116
C  1.735  -4.411  -0.279
C  2.203  -4.609  1.132
C  2.651  -5.551  0.057
H  2.251  -6.554  0.049
H  3.676  -5.491  -0.274
H  2.933  -3.920  1.529
H  1.498  -4.966  1.867
H  0.707  -4.675  -0.493
H  3.273  -3.019  -0.773
H  2.341  -3.598  -2.158
H  0.863  0.524  -4.847
H  1.758  1.404  -3.596
H  2.349  1.391  -5.262

***

Record 4
Density functional theory data (wB97M-V/def2-TZVPD) for a cluster of 5 separate species, C16H47BO6PS in total in a non-equilibrium geometry.

The frontier orbital gap comes out at 5.37 eV. As for the highest occupied orbital energy: -3.13 eV. The total charge is -1. Its LUMO energy is 2.2 eV.

Atoms and positions in Å:
O  5.391  0.279  3.556
B  4.392  0.420  2.439
O  2.970  0.758  2.669
P  5.076  0.185  0.666
S  4.595  2.212  0.134
H  4.823  0.385  4.377
H  2.593  0.870  1.727
H  3.761  -0.191  0.170
H  5.684  0.050  -0.657
H  6.384  0.534  1.180
H  5.325  -1.243  0.852
H  5.317  3.062  0.990
C  1.407  3.426  -3.498
C  1.318  1.914  -3.362
O  1.303  1.466  -2.009
C  0.227  1.933  -1.198
C  -1.142  1.532  -1.720
H  2.304  3.804  -2.993
H  1.450  3.712  -4.555
H  0.546  3.927  -3.052
H  2.200  1.467  -3.831
H  0.450  1.520  -3.900
H  0.298  3.017  -1.065
H  0.369  1.492  -0.204
H  -1.342  1.951  -2.709
H  -1.926  1.882  -1.042
H  -1.214  0.442  -1.806
C  -4.524  4.410  -3.445
C  -4.119  3.130  -4.158
O  -4.196  1.971  -3.331
C  -5.480  1.657  -2.797
C  -6.533  1.404  -3.863
H  -3.899  4.569  -2.558
H  -4.413  5.271  -4.113
H  -5.563  4.380  -3.111
H  -3.075  3.220  -4.475
H  -4.706  2.984  -5.069
H  -5.801  2.440  -2.102
H  -5.357  0.746  -2.199
H  -6.703  2.285  -4.487
H  -7.486  1.132  -3.399
H  -6.219  0.590  -4.525
C  2.233  -0.995  5.051
C  0.829  -1.484  4.731
O  0.654  -2.883  4.941
C  0.873  -3.358  6.267
C  -0.050  -2.726  7.296
H  2.973  -1.536  4.450
H  2.321  0.076  4.840
H  2.489  -1.150  6.101
H  0.626  -1.297  3.672
H  0.078  -0.921  5.293
H  1.924  -3.228  6.546
H  0.691  -4.439  6.248
H  0.093  -1.645  7.364
H  0.135  -3.153  8.286
H  -1.098  -2.901  7.028
C  1.298  -2.176  -1.866
C  -0.106  -2.665  -2.185
O  -0.281  -4.064  -1.976
C  -0.062  -4.539  -0.650
C  -0.985  -3.907  0.379
H  2.038  -2.717  -2.467
H  1.386  -1.105  -2.077
H  1.554  -2.331  -0.816
H  -0.309  -2.478  -3.245
H  -0.857  -2.101  -1.624
H  0.989  -4.409  -0.371
H  -0.244  -5.620  -0.669
H  -0.842  -2.826  0.447
H  -0.800  -4.334  1.369
H  -2.033  -4.082  0.111

***

Record 5
Density functional theory data (wB97M-V/def2-TZVPD) for a structure of composition C28H31B2BrF4N7O5Ru in a non-equilibrium geometry.

The frontier orbital gap (spin up / spin down) comes out at 4.96 / 4.68 eV. Its spin multiplicity is 6. As for the highest occupied orbital energy (spin up / spin down): -6.27 / -7.85 eV. Its LUMO energy (spin up / spin down) is -1.3 / -3.2 eV. Its expectation value of S² is 8.874.

Atoms and positions in Å:
Ru  -4.156  -8.189  16.838
C  -1.893  -8.167  12.617
C  -2.720  -8.453  13.845
N  -3.171  -7.311  14.407
O  -2.361  -6.219  14.158
B  -2.048  -5.248  15.321
F  -0.632  -5.080  15.311
F  -2.686  -4.106  15.062
O  -2.437  -5.791  16.630
N  -2.498  -7.063  17.056
C  -1.424  -7.605  17.630
C  -0.103  -6.926  17.568
C  -1.783  -8.806  18.363
N  -3.070  -9.130  18.224
O  -3.534  -10.328  18.631
B  -3.316  -11.410  17.564
F  -4.222  -12.410  18.000
F  -1.984  -11.794  17.404
O  -3.778  -11.016  16.150
N  -3.508  -9.763  15.711
C  -2.981  -9.694  14.458
C  -2.540  -10.959  13.762
C  -0.860  -9.658  19.159
H  -1.408  -9.107  12.260
H  -1.136  -7.378  12.804
H  -2.536  -7.729  11.840
H  0.502  -7.339  18.366
H  -0.117  -5.834  17.677
H  0.340  -7.116  16.566
H  -3.095  -11.786  14.155
H  -1.486  -11.247  13.816
H  -2.748  -10.976  12.652
H  0.149  -9.250  19.170
H  -0.849  -10.630  18.665
H  -1.214  -9.834  20.216
Br  -15.120  -7.550  16.297
C  -13.541  -7.832  17.322
C  -12.987  -6.804  18.144
C  -12.089  -7.102  19.156
C  -11.537  -8.388  19.158
C  -12.016  -9.373  18.279
C  -12.983  -9.101  17.337
N  -10.384  -8.813  19.864
N  -9.644  -7.952  20.383
C  -8.359  -7.820  20.127
C  -7.790  -6.525  20.360
C  -6.697  -6.080  19.661
C  -5.999  -6.987  18.818
O  -4.979  -6.629  18.116
C  -6.461  -8.368  18.688
N  -5.881  -9.133  17.730
C  -6.457  -10.311  17.440
C  -7.444  -10.849  18.277
C  -7.977  -10.103  19.298
C  -7.562  -8.822  19.477
H  -13.352  -5.747  17.974
H  -11.709  -6.485  19.936
H  -11.619  -10.368  18.390
H  -13.302  -9.905  16.634
H  -8.378  -5.949  21.062
H  -6.262  -5.116  19.796
H  -6.214  -10.854  16.510
H  -7.834  -11.847  18.080
H  -8.757  -10.542  19.922
C  -6.001  -8.425  13.591
C  -5.714  -7.004  14.182
C  -5.499  -5.894  13.084
C  -6.853  -6.626  15.133
C  -4.426  -6.999  15.045
H  -6.943  -8.476  13.011
H  -5.920  -9.155  14.388
H  -5.149  -8.536  12.946
H  -6.354  -6.001  12.415
H  -4.526  -5.932  12.580
H  -5.444  -4.948  13.648
H  -7.711  -6.262  14.542
H  -6.500  -5.794  15.859
H  -7.104  -7.501  15.784
H  -4.351  -6.000  15.521

***

Record 6
Density functional theory data (wB97M-V/def2-TZVPD) for a structure of composition C23H30GaNO8 in a non-equilibrium geometry.

The frontier orbital gap comes out at 1.51 eV. As for the highest occupied orbital energy: 1.91 eV. The total charge is -2. Its LUMO energy is 3.4 eV.

Atoms and positions in Å:
C  0.285  -0.266  -7.459
C  -0.060  -0.831  -6.078
C  -0.004  1.238  -7.411
C  -1.006  1.415  -6.265
H  -0.451  1.510  -8.365
H  0.926  1.793  -7.280
C  -1.272  0.010  -5.663
H  0.802  -0.639  -5.416
H  -0.275  -1.908  -6.098
C  -1.463  0.204  -4.163
H  -2.188  -0.426  -6.097
H  -1.959  1.808  -6.658
C  -0.618  2.273  -4.997
C  1.666  -0.638  -7.953
C  -0.499  -0.951  -8.565
O  -1.142  -0.420  -9.454
O  2.549  -1.107  -7.274
O  1.757  -0.458  -9.292
O  -0.323  -2.282  -8.484
C  -0.781  -3.042  -9.601
H  -0.536  -4.070  -9.332
H  -0.251  -2.735  -10.514
H  -1.862  -2.910  -9.729
C  3.009  -0.889  -9.832
H  3.837  -0.328  -9.375
H  2.932  -0.691  -10.903
H  3.159  -1.961  -9.635
O  -0.919  1.482  -3.792
H  -0.980  -0.572  -3.542
H  -2.539  0.217  -3.906
C  -1.450  3.551  -4.977
C  0.855  2.636  -4.890
H  1.156  3.294  -5.716
H  1.485  1.738  -4.889
H  1.014  3.173  -3.946
H  -1.320  4.083  -4.027
H  -2.514  3.335  -5.136
H  -1.122  4.212  -5.791
Ga  -0.204  1.185  -1.098
C  -1.751  -0.101  1.329
C  -1.916  0.309  -0.102
C  -2.043  -0.970  -0.795
H  -2.520  1.206  -0.288
C  -1.787  -2.027  0.098
C  -1.652  -1.501  1.401
H  -1.565  -2.090  2.310
H  -1.992  0.558  2.149
H  -2.260  -1.073  -1.857
H  -1.760  -3.091  -0.145
C  1.789  0.935  -0.039
C  1.710  0.160  1.269
C  1.740  -1.234  0.880
H  2.161  0.538  2.200
C  1.941  -1.338  -0.486
C  2.111  -0.033  -1.045
H  2.384  0.195  -2.077
H  2.077  1.986  0.015
H  1.640  -2.028  1.603
H  2.039  -2.276  -1.039
O  -1.007  0.251  3.635
N  0.022  -0.067  3.009
O  0.938  -0.768  3.424
O  0.115  0.480  1.780

***

Record 7
Density functional theory data (wB97M-V/def2-TZVPD) for a cluster of 2 separate species, C24H27NO3 in total in a non-equilibrium geometry.

The frontier orbital gap comes out at 2.75 eV. As for the highest occupied orbital energy: -5.20 eV. Its LUMO energy is -2.4 eV.

Atoms and positions in Å:
C  -4.506  -2.223  2.134
C  -3.124  -2.011  2.704
O  -2.861  -0.591  2.672
C  -1.644  -0.250  3.175
C  -1.432  1.221  3.103
C  -0.144  1.700  3.543
O  0.842  0.972  3.662
C  0.035  3.213  3.811
C  0.141  4.009  2.515
C  -1.103  3.903  1.633
C  -2.385  3.558  2.398
C  -2.571  2.049  2.672
O  -0.879  -1.087  3.626
H  -4.754  -3.286  2.122
H  -5.267  -1.707  2.728
H  -4.573  -1.845  1.109
H  -3.065  -2.377  3.739
H  -2.372  -2.538  2.099
H  -0.784  3.585  4.441
H  0.978  3.321  4.363
H  0.330  5.062  2.766
H  1.025  3.672  1.955
H  -1.248  4.860  1.113
H  -0.928  3.153  0.853
H  -2.452  4.117  3.338
H  -3.240  3.874  1.786
H  -2.982  1.600  1.750
H  -3.380  1.943  3.421
C  -1.280  -4.377  -2.630
N  -0.539  -3.441  -1.794
C  -0.109  -2.285  -2.415
C  -0.365  -2.066  -3.775
C  0.084  -0.907  -4.399
C  0.812  0.060  -3.673
C  1.075  -0.134  -2.326
C  0.609  -1.297  -1.654
C  0.803  -1.526  -0.290
C  0.401  -2.718  0.315
C  -0.276  -3.722  -0.469
C  -0.683  -4.913  0.160
C  -0.422  -5.127  1.510
C  0.244  -4.153  2.278
C  0.613  -2.954  1.696
H  -1.601  -5.240  -2.057
H  -2.172  -3.888  -3.041
H  -0.655  -4.721  -3.463
H  -0.919  -2.807  -4.361
H  -0.132  -0.760  -5.457
H  1.163  0.958  -4.181
H  1.646  0.595  -1.744
H  1.302  -0.780  0.321
H  -1.208  -5.697  -0.393
H  -0.746  -6.058  1.977
H  0.461  -4.333  3.330
H  1.058  -2.149  2.282